i.
Here is an isolated molecule of C10H19N3O4 from OMol25. Energies are from the ωB97M-V functional and the def2-TZVPD basis.

Each line ends with the Löwdin charge.
Geometry (Å):
O 1.445 0.563 -1.004  0.048
O 0.462 1.635 -2.659  0.119
O -0.070 -2.303 -0.647  -0.011
O 4.328 -1.080 0.669  -0.007
N -0.675 -0.206 0.355  0.131
N 0.650 -3.132 1.922  -0.031
N 2.913 -2.625 -0.143  0.138
C 0.291 1.058 -1.614  -0.483
C 3.210 -1.647 0.699  -0.637
C 2.279 -1.273 1.814  -0.055
C -1.976 2.507 -0.039  -0.223
C 0.740 -1.759 1.590  -0.398
C -3.470 0.669 -1.188  -0.063
C -0.678 3.277 -0.207  -0.111
C -0.923 0.389 -1.011  -0.181
C -2.105 1.411 -1.109  -0.343
C -0.018 -1.444 0.315  -0.392
H -0.495 3.973 -1.108  0.114
H 2.657 -2.043 2.736  0.191
H 0.132 2.569 -0.049  0.052
H -1.023 -0.455 -1.667  0.147
H 2.215 0.875 -1.573  0.165
H 0.250 -1.213 2.508  0.162
H -0.418 0.307 1.240  0.160
H -1.842 2.187 0.967  0.087
H -3.355 -0.043 -2.119  0.114
H 1.935 -2.291 -0.653  0.159
H -1.930 1.930 -2.111  0.155
H 0.836 -3.921 1.132  0.143
H 2.458 -0.177 2.157  0.140
H -0.478 -3.311 2.211  0.165
H -0.439 4.039 0.622  0.100
H -4.345 1.302 -0.956  0.071
H 3.759 -2.674 -0.777  0.137
H -3.368 -0.141 -0.294  0.113
H -2.953 3.049 -0.011  0.125

Properties
**Molar mass**: 245.28 g mol⁻¹
**HOMO energy**: -9.4 eV
**Frontier orbital gap**: 9.72 eV
**SMILES string**: CC[C@H](C)[C@H](NC(=O)[C@@H](N)CC(N)=O)C(=O)O


ii.
Here is an isolated molecule of C10H19N3O4 from OMol25. Energies are from the ωB97M-V functional and the def2-TZVPD basis.

Each line ends with the Löwdin charge.
Geometry (Å):
O 3.070 0.359 -2.170  0.131
O 1.769 3.503 -3.618  0.073
O 1.454 -1.230 -1.979  0.127
O 1.095 0.438 0.768  0.088
N 3.614 3.279 -2.417  0.151
N -2.523 0.204 0.180  0.042
N -0.231 0.651 -1.073  0.084
C -1.187 -1.013 1.943  -0.359
C 0.834 1.098 -1.928  -0.213
C -0.597 -3.519 1.983  -0.090
C 1.451 2.417 -1.452  -0.048
C -0.916 -2.275 1.147  -0.227
C -2.350 -1.086 2.958  -0.064
C 1.928 0.008 -2.058  -0.471
C -0.024 0.515 0.263  -0.438
C 2.261 3.101 -2.616  -0.541
C -1.314 0.259 1.055  -0.254
H -0.341 -4.296 1.286  0.068
H 4.196 2.680 -1.880  0.083
H -1.209 0.857 -1.260  0.128
H 0.100 -3.294 2.778  0.081
H -2.267 -0.179 3.574  0.080
H -1.504 1.155 1.682  0.159
H 0.450 1.332 -2.929  0.166
H 0.464 -1.240 -1.874  0.131
H -3.360 -1.242 2.442  0.096
H 4.013 3.792 -3.208  0.115
H -1.697 -2.531 0.402  0.114
H -3.360 0.309 0.740  0.073
H -0.060 -2.073 0.484  0.104
H 0.696 3.131 -1.107  0.130
H -1.478 -3.921 2.486  0.067
H -2.531 -0.740 -0.220  0.074
H -0.326 -0.730 2.542  0.134
H 2.096 2.263 -0.557  0.123
H -2.216 -1.981 3.632  0.083

Properties
**Molar mass**: 245.28 g mol⁻¹
**HOMO energy**: -9.7 eV
**Frontier orbital gap**: 10.15 eV
**SMILES string**: CC[C@H](C)[C@H](N)C(=O)N[C@@H](CC(N)=O)C(=O)O


Which of them is the least stable? Correct choice: i.


i.
Here is an isolated molecule of C8H12O4 from OMol25. Energies are from the ωB97M-V functional and the def2-TZVPD basis.

Each line ends with the Löwdin charge.
Geometry (Å):
O 2.806 0.779 -1.075  0.005
O -2.552 1.914 -0.931  0.125
O 1.582 2.688 -1.094  0.162
O -1.114 0.246 -0.990  -0.001
C 0.142 -1.309 0.492  -0.127
C 1.361 1.021 0.714  -0.029
C -2.774 0.346 0.843  0.014
C 2.167 -0.507 -0.948  -0.115
C 1.871 1.663 -0.561  -0.463
C -2.168 0.894 -0.427  -0.518
C -0.842 -1.119 -0.661  -0.180
C 1.447 -0.500 0.413  -0.258
H -2.038 0.342 1.652  0.082
H 0.386 -2.379 0.523  0.126
H -0.391 -1.536 -1.567  0.122
H 2.891 -1.308 -1.104  0.134
H -0.328 -1.079 1.453  0.107
H 2.149 1.244 1.438  0.132
H 0.402 1.411 1.054  0.124
H -3.172 -0.663 0.726  0.084
H 1.431 -0.567 -1.759  0.121
H -1.767 -1.677 -0.497  0.120
H 2.101 -0.919 1.187  0.138
H -3.589 1.016 1.119  0.093

Properties
**Molar mass**: 172.18 g mol⁻¹
**HOMO energy**: -10.2 eV
**Frontier orbital gap**: 10.75 eV
**SMILES string**: CC(=O)OCC[C@H]1COC(=O)C1


ii.
Here is a structure of composition C8H12O4 from OMol25. Energies are from the ωB97M-V functional and the def2-TZVPD basis.

Each line ends with the Löwdin charge.
Geometry (Å):
O 2.266 -0.210 -0.519  -0.055
O -1.957 -0.065 1.476  0.104
O -1.986 -1.466 -0.791  -0.004
O 0.211 2.851 0.119  -0.185
C -0.870 -0.677 -0.461  -0.438
C -0.903 -0.164 0.927  -0.415
C 0.237 1.811 -0.954  -0.336
C 0.384 0.190 1.650  0.048
C 0.352 -1.570 -0.794  -0.057
C -0.876 0.819 -1.201  -0.090
C 1.541 -1.274 0.013  -0.496
C 1.501 -0.567 1.281  -0.018
H 0.433 2.499 -1.876  0.135
H 2.887 -0.951 -0.955  0.192
H 1.289 1.397 -0.891  0.100
H -1.861 1.523 -1.014  0.176
H -0.040 -2.703 -0.878  0.168
H -2.626 -1.454 -0.034  0.123
H 1.897 -2.419 0.248  0.198
H -0.969 0.625 -2.282  0.113
H 0.567 -1.157 -2.070  0.220
H -0.988 2.221 0.511  0.279
H 2.472 -0.737 1.679  0.118
H 0.463 0.868 2.512  0.122

Properties
**Molar mass**: 172.18 g mol⁻¹
**HOMO energy**: -9.4 eV
**Frontier orbital gap**: 9.51 eV


Which of them is the least stable? Correct choice: ii.


i.
Here is an isolated molecule of C5H6F2 from OMol25. Energies are from the ωB97M-V functional and the def2-TZVPD basis.

Each line ends with the Löwdin charge.
Geometry (Å):
F -1.308 -1.836 -0.823  0.037
F -1.728 1.630 -0.400  -0.110
C -2.072 0.274 -0.026  -0.072
C 1.871 -0.700 0.003  -0.092
C 0.460 -0.353 -0.209  -0.127
C -0.934 -0.614 -0.376  -0.176
C 1.326 0.645 0.380  -0.118
H 2.442 -0.583 -0.845  0.070
H -2.222 0.484 0.986  0.106
H 1.040 0.909 1.449  0.142
H -2.928 0.249 -0.678  0.126
H 1.738 1.373 -0.195  0.071
H 2.317 -1.477 0.734  0.142

Properties
**Molar mass**: 104.10 g mol⁻¹
**HOMO energy**: -9.0 eV
**Frontier orbital gap**: 10.03 eV
**SMILES string**: FCC(F)=C1CC1


ii.
Here is an isolated molecule of C5H6F2 from OMol25. Energies are from the ωB97M-V functional and the def2-TZVPD basis.

Each line ends with the Löwdin charge.
Geometry (Å):
F -2.523 0.211 0.611  0.016
F -1.108 2.065 -0.287  0.006
C 0.326 0.184 0.032  -0.295
C 1.744 -0.274 0.282  -0.077
C -1.996 -0.768 -0.147  -0.125
C 0.099 1.505 0.013  -0.091
C -0.675 -0.831 -0.369  -0.046
H 1.725 -1.029 1.123  0.095
H 2.433 0.591 0.532  0.092
H 0.863 2.248 0.255  0.120
H 2.134 -0.785 -0.622  0.082
H -2.765 -1.438 -0.508  0.111
H -0.255 -1.680 -0.914  0.112

Properties
**Molar mass**: 104.10 g mol⁻¹
**HOMO energy**: -8.8 eV
**Frontier orbital gap**: 9.83 eV
**SMILES string**: CC(/C=C\F)=C/F


Which of them is the least stable? Correct choice: i.